No. 1
A gas-phase ion, C5H11N2S (charge +1) in a non-equilibrium geometry, computed with the ωB97M-V functional and the def2-TZVPD basis.

Computed properties:
SMILES string ... CS[C@H]1CCNC1=[NH2+]
HOMO level ... -12.81 eV
ΔE to the lowest compared entry with this formula, charge and spin ... 113.4 kJ/mol
LUMO energy ... -3.320 eV

ORCA input file:
```
! RIJCOSX wB97M-V def2-TZVPD def2/J DEFGRID3
* xyz 1 1
C -2.5358 1.3529 -0.4645
S -1.5571 0.4181 0.7590
C 0.0417 0.5505 -0.0529
C 1.2336 0.8330 0.8001
C 1.6693 -0.5700 1.3623
N 1.2883 -1.4917 0.3187
C 0.3769 -0.9503 -0.4916
N -0.2362 -1.5477 -1.5471
H -3.4793 1.4193 0.1176
H -2.5124 0.8654 -1.4566
H -2.0421 2.3259 -0.7612
H -0.0708 1.1745 -0.8545
H 0.9755 1.4559 1.6466
H 2.0607 1.2203 0.2607
H 2.8436 -0.6224 1.5600
H 1.0269 -0.8578 2.3045
H 1.7170 -2.3321 0.1474
H -0.6598 -0.7564 -2.0020
H -0.1401 -2.4874 -1.6466
*
```

=====

No. 2
A gas-phase ion, C5H11N2S (charge +1) in a non-equilibrium geometry, computed with the ωB97M-V functional and the def2-TZVPD basis.

Computed properties:
SMILES string ... CN1CC[C@H](S)C1=[NH2+]
HOMO level ... -13.27 eV
ΔE to the lowest compared entry with this formula, charge and spin ... 127.2 kJ/mol
LUMO energy ... -3.511 eV

ORCA input file:
```
! RIJCOSX wB97M-V def2-TZVPD def2/J DEFGRID3
* xyz 1 1
C 1.4148 -0.6527 1.7421
N 0.5344 -0.5193 0.5971
C -0.3605 -1.5105 0.0659
C -1.4510 -0.8210 -0.7439
C -0.9856 0.5906 -1.0623
S -0.2504 0.7651 -2.7632
C 0.2365 0.6663 0.1202
N 0.9494 1.8352 0.2708
H 1.5680 -1.6220 2.0596
H 2.2977 -0.1011 1.6106
H 0.7940 -0.2714 2.4754
H -0.8861 -2.1305 0.8265
H 0.0783 -2.0415 -0.6654
H -1.6799 -1.3886 -1.7104
H -2.3809 -0.8248 -0.1290
H -1.7308 1.3771 -0.9124
H -0.3036 2.0577 -2.7836
H 0.3219 2.6273 0.2455
H 1.8339 1.9640 0.7564
*
```

=====

No. 3
A molecular structure, C5H11N2S2 in a non-equilibrium geometry, computed with the ωB97M-V functional and the def2-TZVPD basis.

Computed properties:
HOMO level (spin up / spin down) ... -12.27 / -12.48 eV
ΔE to the lowest compared entry with this formula, charge and spin ... 464.4 kJ/mol
LUMO energy (spin up / spin down) ... -5.709 / -4.773 eV

ORCA input file:
```
! RIJCOSX wB97M-V def2-TZVPD def2/J DEFGRID3
* xyz 1 1
C 1.1880 2.1391 1.0748
C -0.6614 0.8352 0.1898
C 1.1093 -0.3448 -0.9809
C -0.0308 -1.5331 0.7053
C -1.2135 -1.0692 -1.4282
N 0.1179 1.2994 1.2394
N -0.2028 -0.6186 -0.4674
S 1.5746 3.3372 2.1331
S 2.1223 2.2118 -0.3228
H -1.6505 0.4719 0.6373
H -0.8882 1.4994 -0.5437
H 1.9656 -0.7291 -0.5239
H 1.0085 0.3023 -1.8176
H 0.4748 -1.0151 1.5272
H -0.9800 -1.6440 1.2027
H 0.4938 -2.4704 0.3372
H -2.1735 -1.3390 -0.9907
H -1.3356 -0.3742 -2.2470
H -0.9422 -2.0149 -1.9200
H 0.0236 1.0564 2.1955
*
```

=====

Per-record E, hartree: -704.54738 -704.54213 -1102.60148